1.
30
Properties=species:S:1:pos:R:3:mulliken_charge:R:1 method="wB97M-V/def2-TZVPD" charge=+3 e_lumo_ha=-0.526 gap_ev=3.967
Mg 14.217 -9.976 0.056 1.120
Mg 12.463 -13.547 1.782 1.087
Cl 13.710 -12.136 0.538 0.014
C 12.980 -8.381 -3.326 -1.076
C 12.312 -9.662 -2.928 -0.163
O 13.221 -10.405 -2.039 -0.464
H 12.408 -7.698 -3.947 0.373
H 13.958 -8.584 -3.762 0.303
H 13.182 -7.786 -2.422 0.236
H 11.938 -10.289 -3.738 0.350
H 11.400 -9.485 -2.348 0.313
H 12.827 -11.287 -2.009 0.302
C 15.076 -14.668 -1.622 -0.464
C 14.319 -15.866 -2.142 -0.369
O 12.996 -15.805 -1.599 -0.509
H 14.767 -13.718 -2.061 0.063
H 16.151 -14.797 -1.761 0.407
H 15.016 -14.604 -0.524 -0.013
H 14.925 -16.758 -1.968 0.353
H 14.190 -15.842 -3.230 0.293
H 12.534 -16.625 -1.807 0.317
C 17.174 -11.219 2.349 -0.932
C 16.988 -10.072 1.355 -0.212
O 15.558 -9.639 1.399 -0.214
H 18.238 -11.440 2.426 0.374
H 16.603 -12.081 2.005 0.183
H 16.858 -10.938 3.357 0.376
H 17.229 -10.555 0.409 0.313
H 17.588 -9.208 1.617 0.324
H 15.530 -9.102 2.204 0.315

2.
33
Properties=species:S:1:pos:R:3:mulliken_charge:R:1 method="wB97M-V/def2-TZVPD" charge=+1 e_lumo_ha="-0.110 / -0.116" spin_multiplicity=2 gap_ev="8.929 / 8.872"
O -11.260 -9.428 -0.696 -0.685
V -12.294 -8.268 -0.669 1.117
I -12.426 -7.359 1.780 -0.217
C -7.829 -6.097 -1.952 -0.308
C -7.297 -7.491 -2.050 -0.528
O -8.453 -8.415 -1.901 -0.480
O -8.592 -5.853 -0.725 -0.616
H -8.421 -5.879 -2.801 0.170
H -6.948 -5.452 -1.970 0.372
H -6.618 -7.788 -1.193 0.369
H -6.782 -7.621 -2.960 0.348
H -8.282 -9.040 -1.140 0.310
H -8.448 -6.640 -0.215 0.371
C -12.423 -6.858 -3.477 -0.413
C -11.103 -6.315 -2.789 -0.050
O -11.170 -6.558 -1.382 -0.345
O -13.082 -7.727 -2.427 -0.493
H -12.268 -7.404 -4.396 0.355
H -13.101 -6.012 -3.639 0.334
H -11.165 -5.202 -2.939 0.291
H -10.131 -6.613 -3.239 0.150
H -10.268 -6.279 -0.956 0.437
H -14.010 -7.875 -2.669 0.300
C -14.605 -10.543 -0.729 -0.378
C -14.740 -11.388 0.568 -0.372
O -14.987 -10.570 1.779 -0.591
O -14.081 -9.216 -0.373 -0.298
H -15.606 -10.404 -1.188 0.283
H -13.921 -11.043 -1.439 0.290
H -13.782 -11.908 0.770 0.300
H -15.482 -12.068 0.349 0.384
H -14.867 -10.969 2.709 0.322
H -14.200 -9.149 0.611 0.269

3.
31
Properties=species:S:1:pos:R:3:mulliken_charge:R:1 method="wB97M-V/def2-TZVPD" charge=+1 e_lumo_ha=-0.085 gap_ev=10.101
K -0.030 1.141 -0.218 0.890
C 3.898 1.217 -2.498 -0.937
S 3.010 0.436 -1.055 0.524
O 1.836 1.357 -0.765 -0.578
C 2.430 -1.165 -1.934 -0.855
H 4.897 1.634 -2.372 0.364
H 3.397 2.029 -3.025 0.319
H 4.158 0.437 -3.214 0.314
H 1.364 -1.093 -2.148 0.160
H 2.569 -1.981 -1.225 0.320
H 2.955 -1.498 -2.830 0.490
C -1.315 -1.885 -0.847 -0.967
S 0.396 -2.024 -0.172 0.499
O 0.656 -0.647 0.421 -0.602
C -0.105 -3.101 1.246 -1.112
H -1.822 -2.843 -0.971 0.430
H -1.418 -1.315 -1.770 0.353
H -1.995 -1.430 -0.127 0.205
H 0.749 -3.124 1.923 0.376
H -0.273 -4.086 0.812 0.441
H -1.006 -2.764 1.759 0.306
C -2.967 1.462 2.938 -1.049
S -1.456 1.549 1.950 0.601
O -1.602 0.445 0.932 -0.656
C -2.130 3.028 1.038 -1.022
H -2.911 0.488 3.425 0.364
H -3.873 1.564 2.340 0.307
H -2.808 2.142 3.775 0.442
H -2.238 3.833 1.764 0.431
H -3.051 2.882 0.474 0.336
H -1.313 3.313 0.374 0.307

4.
27
Properties=species:S:1:pos:R:3:mulliken_charge:R:1 method="wB97M-V/def2-TZVPD" charge=+1 e_lumo_ha=-0.153 gap_ev=8.110
C 1.834 1.321 -1.725 -1.321
C 1.778 -1.589 0.722 -1.000
C 3.751 -0.526 -0.202 -1.127
C -2.846 -0.924 1.134 -1.033
C -3.355 1.437 0.490 -0.950
C 1.314 0.357 -0.794 0.599
N 2.294 -0.542 -0.130 0.076
N -2.706 0.183 0.137 -0.240
P -0.440 0.213 -0.283 0.117
H 1.844 0.983 -2.824 0.269
H 1.222 2.199 -1.670 0.445
H 2.887 1.526 -1.523 0.382
H 1.816 -2.493 0.109 0.422
H 2.354 -1.736 1.718 0.393
H 0.689 -1.404 0.967 0.239
H 4.012 -1.498 0.194 0.461
H 4.158 -0.489 -1.230 0.417
H 4.289 0.097 0.465 0.331
H -2.875 -0.627 2.115 0.364
H -3.764 -1.404 0.984 0.424
H -2.074 -1.627 0.873 0.332
H -2.704 2.013 1.125 0.346
H -3.658 2.010 -0.389 0.346
H -4.200 1.291 1.248 0.327
H -3.152 -0.230 -0.638 0.286
H -0.766 1.239 -1.149 -0.037
H -0.709 -0.977 -1.058 0.134

5.
27
Properties=species:S:1:pos:R:3:mulliken_charge:R:1 method="wB97M-V/def2-TZVPD" charge=+1 e_lumo_ha=-0.103 smiles=CN[C@H](P)[N@@H+](C)C(C)C gap_ev=10.573
C 2.510 0.463 1.043 -0.879
N 1.818 0.910 -0.156 -0.411
C 1.003 -0.008 -1.011 -0.300
P 0.897 0.792 -2.809 0.036
N -0.305 -0.418 -0.426 0.204
C -0.332 -1.870 -0.031 -0.950
C -0.969 0.444 0.641 0.718
C -1.543 -0.285 1.781 -1.516
C -1.962 1.339 -0.164 -1.444
H 3.095 -0.485 0.929 0.289
H 3.145 1.296 1.281 0.417
H 1.700 0.432 1.845 0.221
H 2.512 1.240 -0.712 0.327
H 1.452 -1.027 -1.143 0.390
H -0.438 0.712 -3.007 0.045
H 1.035 -0.396 -3.391 0.060
H -0.865 -0.375 -1.285 0.309
H 0.435 -2.499 -0.640 0.290
H 0.018 -2.037 0.978 0.401
H -1.326 -2.391 -0.148 0.370
H -0.115 0.999 1.069 0.092
H -2.545 -0.757 1.646 0.367
H -0.796 -1.050 2.356 0.359
H -1.674 0.429 2.613 0.423
H -1.453 2.062 -0.867 0.349
H -2.845 1.724 0.467 0.348
H -2.449 0.754 -0.859 0.484

6.
27
Properties=species:S:1:pos:R:3:mulliken_charge:R:1 method="wB97M-V/def2-TZVPD" charge=0 e_lumo_ha="0.027 / 0.027" gap_ev="8.330 / 8.329"
C 3.333 0.423 0.002 -0.976
C -2.740 -1.477 0.094 -0.961
C -2.502 0.561 1.448 -1.086
C -0.375 -0.721 -2.046 -1.024
C -0.053 1.969 -0.236 -1.057
C 2.719 -0.877 0.291 -0.213
N 1.553 -0.874 1.122 -0.608
N -1.959 -0.221 0.314 0.181
Si -0.379 0.070 -0.315 0.472
H 2.673 1.145 -0.513 0.101
H 3.388 1.124 0.832 0.379
H 4.242 0.465 -0.661 0.344
H -3.602 -1.332 -0.547 0.291
H -2.105 -2.152 -0.440 0.337
H -3.013 -1.855 1.155 0.285
H -3.413 0.989 1.045 0.390
H -2.656 -0.083 2.308 0.323
H -2.031 1.490 1.890 0.297
H 0.595 -1.357 -2.024 0.233
H -1.231 -1.438 -2.317 0.307
H -0.254 -0.021 -2.863 0.383
H 0.186 2.103 0.847 0.262
H 0.839 2.098 -0.867 0.325
H -0.741 2.775 -0.617 0.353
H 2.409 -1.461 -0.620 0.189
H 3.453 -1.360 0.933 0.311
H 1.664 0.018 1.783 0.160

7.
28
Properties=species:S:1:pos:R:3:mulliken_charge:R:1 method="wB97M-V/def2-TZVPD" charge=0 e_lumo_ha=0.038 gap_ev=9.860
H 4.828 1.177 1.214 0.227
N 3.865 0.919 1.017 -0.646
C 3.594 0.900 -0.217 0.324
N 4.321 1.071 -1.356 -0.365
N 2.288 0.514 -0.732 -0.104
C 1.290 1.548 -0.466 -0.902
C 1.859 -0.783 -0.217 -0.913
H 5.219 1.524 -1.323 0.206
H 3.501 0.898 -2.066 0.384
H 1.612 2.479 -0.933 0.306
H 1.161 1.715 0.610 0.358
H 0.342 1.227 -0.894 0.229
H 0.895 -1.024 -0.662 0.194
H 2.599 -1.532 -0.497 0.318
H 1.764 -0.775 0.874 0.374
C -4.058 -0.983 1.800 -1.248
C -3.588 -0.938 0.350 -0.226
C -2.122 -0.506 0.232 -0.627
N -1.604 -0.435 -1.129 -0.538
H -3.965 -0.002 2.265 0.321
H -3.460 -1.688 2.377 0.323
H -5.101 -1.291 1.862 0.360
H -4.213 -0.241 -0.217 0.293
H -3.707 -1.926 -0.106 0.290
H -1.490 -1.202 0.791 0.308
H -1.995 0.482 0.685 0.303
H -2.155 0.216 -1.680 0.228
H -1.679 -1.342 -1.580 0.223

8.
30
Properties=species:S:1:pos:R:3:mulliken_charge:R:1 method="wB97M-V/def2-TZVPD" charge=+2 e_lumo_ha="-0.297 / -0.247" gap_ev="8.522 / 9.280"
C 0.688 0.204 1.682 -0.747
C -0.142 -1.406 -1.556 -0.788
C 1.976 -0.377 2.164 -0.663
C -0.870 -2.740 -1.566 -0.756
C -1.205 1.840 0.231 -1.560
C -0.253 0.817 -0.488 -0.345
N 0.996 0.676 0.329 0.187
N -0.834 -0.481 -0.689 0.386
N 2.044 1.643 0.426 -0.444
N -2.177 -0.534 -1.047 -0.528
P 3.252 0.868 1.714 0.103
P -2.665 -2.287 -1.683 0.113
H -0.267 -0.424 1.653 0.411
H 0.252 1.019 2.310 0.402
H 0.812 -1.500 -1.267 0.506
H -0.187 -1.020 -2.662 0.290
H 2.008 -0.703 3.184 0.499
H 2.128 -1.304 1.540 0.353
H -0.662 -3.373 -2.431 0.456
H -0.604 -3.417 -0.787 0.435
H -0.687 2.732 0.364 0.398
H -1.986 1.933 -0.503 0.508
H -1.416 1.392 1.138 0.534
H 0.062 1.345 -1.330 0.458
H 2.468 1.768 -0.516 0.372
H 1.727 2.481 0.963 0.417
H -2.620 -0.240 -0.163 0.392
H -2.278 0.248 -1.736 0.393
H 3.073 2.574 3.761 0.074
H -2.632 -1.735 -3.037 0.145

In order of appearance, electronic energy = -36040.354 -54629.016 -61475.834 -18773.817 -18773.717 -17369.239 -12473.524 -31028.602 eV.